The following is a DFT calculation (wB97M-V/def2-TZVPD) of C41H40Li4N8O3 as an isolated structure in a non-equilibrium geometry.

```
! RIJCOSX wB97M-V def2-TZVPD def2/J DEFGRID3
* xyz 2 1
Li -2.19 1.98 -0.46
Li -0.93 -1.75 0.78
Li 2.37 -0.40 -1.17
Li -0.13 2.80 -2.55
C -0.27 0.40 -0.40
O -1.37 0.26 0.11
O 0.48 -0.58 -0.40
O -0.02 1.42 -1.00
N 0.23 -1.46 2.63
C 0.48 -0.12 2.77
C 1.18 0.43 3.88
C 1.81 -0.43 4.81
C 1.57 -1.77 4.67
C 0.76 -2.29 3.62
H 0.26 0.63 2.02
H 1.20 1.51 4.02
H 2.40 -0.13 5.66
H 1.91 -2.44 5.45
H 0.67 -3.35 3.46
N -1.71 3.46 1.13
C -1.70 4.84 1.00
C -1.41 5.76 2.02
C -1.02 5.24 3.22
C -0.99 3.86 3.47
C -1.31 3.03 2.35
H -2.05 5.25 0.06
H -1.40 6.79 1.69
H -0.69 5.95 3.97
H -0.71 3.36 4.39
H -1.24 1.97 2.56
N 1.25 4.28 -1.95
C 1.29 4.72 -0.68
C 1.90 5.88 -0.26
C 2.46 6.77 -1.21
C 2.47 6.34 -2.53
C 1.93 5.08 -2.83
H 0.80 4.08 0.04
H 1.99 6.11 0.80
H 2.90 7.71 -0.92
H 3.03 6.98 -3.20
H 2.18 4.76 -3.83
N -2.52 -2.63 -3.30
C -3.66 -3.21 -3.76
C -4.81 -2.46 -3.81
C -4.81 -1.09 -3.46
C -3.57 -0.44 -3.16
C -2.46 -1.26 -2.98
H -3.60 -4.27 -3.94
H -5.73 -2.93 -4.11
H -5.70 -0.48 -3.50
H -3.50 0.59 -2.85
H -1.58 -0.76 -2.60
N -4.22 2.06 0.45
C -5.26 2.97 0.42
C -6.21 3.03 1.49
C -6.09 2.18 2.59
C -5.06 1.25 2.67
C -4.16 1.32 1.59
H -5.38 3.66 -0.40
H -7.00 3.77 1.41
H -6.75 2.27 3.44
H -5.02 0.64 3.56
H -3.45 0.51 1.52
N 3.95 -1.43 0.04
C 3.32 -2.18 1.00
C 3.97 -2.87 2.05
C 5.32 -2.85 2.00
C 6.03 -2.13 1.04
C 5.32 -1.44 0.03
H 2.25 -2.14 0.89
H 3.37 -3.47 2.73
H 5.82 -3.43 2.76
H 7.11 -2.21 1.08
H 5.88 -0.97 -0.76
N -0.25 -3.67 0.57
C 0.59 -4.04 -0.45
C 1.33 -5.20 -0.45
C 1.08 -6.17 0.52
C 0.10 -5.93 1.49
C -0.52 -4.64 1.52
H 0.70 -3.28 -1.20
H 1.99 -5.39 -1.28
H 1.49 -7.17 0.46
H -0.25 -6.63 2.24
H -1.33 -4.43 2.20
N 2.59 -1.88 -2.88
C 1.43 -1.73 -3.56
C 1.14 -2.39 -4.76
C 2.06 -3.30 -5.27
C 3.28 -3.47 -4.60
C 3.50 -2.74 -3.43
H 0.62 -1.10 -3.23
H 0.22 -2.23 -5.30
H 1.78 -3.84 -6.16
H 3.92 -4.28 -4.91
H 4.37 -3.03 -2.85
*
```

**HOMO energy**: -13.411 eV
**Energy**: -2280.04163 hartree
**F_max**: 7.68 eV Å⁻¹
**Relative energy (zero: lowest compared OMol25 entry of this formula, charge and spin)**: 115.6 kJ/mol
**LUMO**: -5.07 eV